A structure of composition C17H34Br4Cl4InO5Tl, computed with ωB97M-V/def2-TZVPD.

## Properties
- maximum force (eV/A) = 3.671
- 2S+1 = 1
- net charge = +2
- LUMO (eV) = -5.6

Geometry (Å):
Tl 7.58977 -13.44690 9.07026
In 5.96445 -17.75357 12.19238
Br 8.74410 -17.21249 12.65298
Br 5.28663 -15.77376 13.43484
Br 6.53785 -11.43385 10.67419
Br -0.95647 -9.88675 13.08558
C -0.23790 -14.25280 13.30045
Cl -0.37799 -15.81919 13.99628
Cl 1.34329 -13.97459 12.53148
H -1.00118 -14.20958 12.42738
H -0.35670 -13.43058 14.05255
C 3.84850 -8.76481 6.72467
Cl 3.62399 -10.51679 6.11166
Cl 5.29546 -8.63747 7.80526
H 4.01531 -8.01803 5.90310
H 2.88703 -8.58859 7.20743
C 8.15508 -17.00564 8.16617
C 7.40520 -17.72041 9.28136
O 6.62231 -17.11803 10.00762
C 7.43783 -19.26275 9.29527
H 8.85295 -16.29923 8.60633
H 7.46857 -16.47619 7.52211
H 8.73817 -17.80616 7.68540
H 6.66406 -19.66528 8.62014
H 7.08682 -19.58487 10.30921
H 8.46315 -19.52539 9.13266
C 2.42922 -11.09755 13.17356
C 3.04609 -9.73300 12.83149
O 2.49875 -8.75262 13.33125
C 4.26726 -9.49936 12.03602
H 2.55544 -11.17468 14.21063
H 3.02372 -11.87082 12.71590
H 1.43025 -11.29388 12.93021
H 4.56950 -8.51746 11.69968
H 4.18490 -10.16250 11.21505
H 5.04310 -9.96731 12.74734
C 2.65073 -19.80698 9.51238
C 3.39442 -18.92618 10.52516
O 4.61759 -18.82164 10.53466
C 2.51808 -18.36885 11.62738
H 3.00712 -20.81711 9.60790
H 3.00236 -19.49837 8.51669
H 1.57861 -19.70272 9.59033
H 3.04589 -17.73571 12.36613
H 2.20433 -19.25288 12.20357
H 1.60762 -17.83434 11.20136
C 6.99821 -19.28916 14.91772
C 6.41476 -20.26488 13.93498
O 5.92678 -19.83132 12.86030
C 6.61471 -21.71949 14.11415
H 6.62389 -18.27265 15.03800
H 8.12981 -19.27706 14.75713
H 7.00916 -19.78316 15.90080
H 7.42982 -21.84705 14.78395
H 6.81115 -22.16936 13.11608
H 5.71254 -22.06764 14.71849
C 1.63526 -7.26241 14.79505
C 1.35772 -8.61137 14.19758
O 0.24955 -8.55212 13.32320
C 1.36590 -9.59397 15.37052
H 2.38213 -7.49143 15.58615
H 0.77214 -6.75092 15.22411
H 2.08139 -6.53111 14.16087
H 1.08323 -9.03175 16.22741
H 2.34565 -9.92424 15.49978
H 0.81829 -10.47147 15.14883


The molecule C4H5IN2O2, computed with ωB97M-V/def2-TZVPD.

## Properties
- maximum force (eV/A) = 3.418
- SMILES string = Cn1c(N)c(I)oc1=O
- 2S+1 = 1
- net charge = 0
- LUMO (eV) = 0.4

Geometry (Å):
C 0.97667 -0.31185 1.49910
N 0.47472 0.21751 0.26094
C -0.46723 -0.34310 -0.57302
N -0.94753 -1.56701 -0.41827
C -0.79589 0.60200 -1.49976
I -2.27105 0.66551 -2.99229
O -0.00765 1.72818 -1.35657
C 0.71835 1.56603 -0.24011
O 1.46338 2.36790 0.19277
H 0.48182 -1.09999 1.94594
H 2.00746 -0.52793 1.37036
H 0.98693 0.43849 2.18660
H -1.84898 -1.78523 -0.89216
H -0.77098 -1.95051 0.51646


A cluster of 2 separate species, C2H2N3S2 in total, computed with ωB97M-V/def2-TZVPD.

## Properties
- maximum force (eV/A) = 7.871
- 2S+1 = 3
- net charge = +1
- LUMO (alpha / beta) (eV) = -6.4 / -7.6

Geometry (Å):
C 1.68878 -0.74569 -0.25599
C 2.96808 -0.31955 -0.28492
N 3.11174 2.05413 0.09406
N -2.60211 1.98291 -0.23715
N 3.18303 0.94414 -0.10369
S -0.12782 1.23807 0.33419
S -1.94626 0.62187 -0.07492
H 3.88198 -0.79232 -0.63856
H -3.60964 1.77407 -0.41184


A cluster of 6 separate species, C5H20ClN8O5 in total, computed with ωB97M-V/def2-TZVPD.

## Properties
- maximum force (eV/A) = 9.452
- 2S+1 = 1
- net charge = -1
- LUMO (eV) = 2.8

Geometry (Å):
Cl 0.23927 -0.61452 -0.32518
C -2.57049 0.72247 1.80141
O -1.73939 1.60670 1.04694
H -2.15799 0.54870 2.79526
H -3.53644 1.21233 1.92416
H -2.84098 -0.17231 1.24078
H -1.04311 1.07225 0.65814
C 2.09359 1.86406 2.38744
O 2.24608 2.76329 3.13017
N 2.60408 1.73530 1.25630
N 1.25654 0.89875 2.62073
H 2.20803 1.08534 0.59237
H 3.11789 2.51007 0.86155
H 0.59880 0.96379 3.38444
H 1.00051 0.23444 1.90433
C -1.86857 -3.27581 2.01649
O -2.42143 -3.95313 2.84011
N -0.89393 -2.45032 2.25667
N -2.05235 -3.36975 0.71598
H -0.40501 -1.89975 1.56534
H -0.70801 -2.14840 3.20238
H -2.66053 -4.13314 0.45625
H -1.61796 -2.71133 0.08521
C -2.06166 0.80504 -3.39014
O -2.52316 1.53091 -4.29176
N -2.81483 0.34834 -2.40277
N -0.83183 0.42101 -3.27990
H -2.36430 -0.25686 -1.73131
H -3.80011 0.56624 -2.35991
H -0.17602 0.74054 -3.97841
H -0.45503 0.04695 -2.42072
C 3.81757 0.57708 -2.01650
O 4.96942 0.88946 -2.18499
N 3.35295 -0.64417 -1.79581
N 2.83605 1.32657 -1.81261
H 2.41818 -0.75379 -1.42936
H 3.98080 -1.43333 -1.73972
H 1.89460 1.02723 -1.60248
H 2.90868 2.31983 -1.98069